{
  "formula": "H18O9",
  "method": "ωB97M-V with the def2-TZVPD basis set",
  "species": ["O", "H", "H", "O", "H", "H", "O", "H", "H", "O", "H", "H", "O", "H", "H", "O", "H", "H", "O", "H", "H", "O", "H", "H", "O", "H", "H"],
  "xyz": [[-1.6179, 1.1673, 2.4122], [-2.2893, 0.5586, 2.0798], [-0.8753, 0.5288, 2.4214], [3.5928, -2.4659, -1.6297], [3.6091, -2.5755, -0.6802], [3.1941, -3.1411, -2.1740], [-1.0250, -3.6044, 0.7525], [-1.9842, -3.5772, 0.7466], [-0.7329, -4.3744, 0.2589], [-0.7707, 4.0659, -0.5932], [-1.1739, 3.3323, -0.1195], [0.1783, 3.9230, -0.5807], [-1.7775, 1.4773, -1.5051], [-1.2731, 1.9500, -2.1740], [-1.2107, 0.7944, -1.1447], [0.4467, -0.6571, 2.4532], [1.2538, -0.1956, 2.6904], [0.6990, -1.4322, 1.9315], [2.2483, 1.5081, -2.8952], [3.1576, 1.2319, -3.0579], [1.7974, 0.7263, -3.2380], [-3.7537, 2.0137, 1.2586], [-3.5566, 2.5829, 2.0011], [-3.0362, 1.9537, 0.6274], [1.7680, -1.9821, 0.4055], [2.1962, -1.4924, -0.3052], [0.9357, -2.3164, 0.0582]],
  "fmax_ha_per_bohr": 0.0376,
  "smiles": "O.O.O.O.O.O.O.O.O",
  "orbital_gap_ev": 10.17
}

{
  "formula": "C5H10NO2S",
  "method": "ωB97M-V with the def2-TZVPD basis set",
  "species": ["C", "C", "C", "C", "C", "N", "O", "O", "S", "H", "H", "H", "H", "H", "H", "H", "H", "H", "H"],
  "xyz": [[-0.3027, -0.1403, 0.4792], [-0.8474, -1.3743, 0.7472], [0.7449, 0.1796, 1.4717], [2.0038, 0.6208, 0.7509], [-0.7939, 0.7993, -0.5118], [-1.7841, -1.8173, -0.3935], [-1.3965, 0.3871, -1.6454], [-0.7394, 2.1356, -0.3288], [1.9141, 0.4957, -1.1866], [0.3323, 1.0248, 2.0223], [0.6752, -0.7253, 1.9970], [2.3262, 1.6611, 0.8379], [2.9052, 0.0885, 1.0223], [2.4766, -0.7570, -1.0699], [-1.1301, -2.2994, -0.9842], [-2.1093, -1.0695, -1.0515], [-2.4656, -2.5043, -0.1462], [-1.3666, 0.9427, -2.4954], [-0.4427, 2.3524, 0.4848]],
  "fmax_ha_per_bohr": 0.1308,
  "orbital_gap_ev": 7.83,
  "charge": 1
}